# 1
The following is a DFT calculation (the ωB97M-V functional and the def2-TZVPD basis) of 2 unconnected molecules or ions with the total composition C11H14BrN in a non-equilibrium geometry.

Last column: Mulliken charge in e.
Cartesian coordinates (Å):
C1 -0.717 1.005 0.288  -0.37
C2 0.286 -0.938 -0.748  -0.47
C3 -0.806 1.605 -0.946  -0.64
C4 0.175 -0.327 -1.975  -0.64
C5 -0.214 -0.307 0.407  0.08
C6 -0.397 0.938 -2.101  1.03
C7 -1.077 -1.144 2.809  -0.55
C8 -0.321 -2.310 2.203  -0.56
C9 -0.219 -0.963 1.641  0.22
C10 -0.612 1.556 -3.445  -1.46
C11 2.645 0.215 1.714  -0.73
N1 1.770 -0.122 2.790  -0.31
Br1 1.110 1.337 3.678  -0.12
H1 -1.050 1.518 1.178  0.43
H2 0.715 -1.925 -0.662  0.47
H3 -1.213 2.602 -1.026  0.38
H4 0.529 -0.842 -2.858  0.33
H5 -2.150 -1.060 2.675  0.30
H6 -0.743 -0.780 3.771  0.19
H7 0.512 -2.700 2.768  0.21
H8 -0.858 -3.063 1.638  0.31
H9 0.000 1.073 -4.202  0.36
H10 -1.658 1.442 -3.733  0.29
H11 -0.387 2.620 -3.427  0.37
H12 3.548 0.715 2.083  0.32
H13 2.938 -0.722 1.237  0.27
H14 2.190 0.869 0.955  0.31

Frontier orbital gap (spin up / spin down) (Ha): 0.244 / 0.296
ΔE to the lowest compared entry with this formula, charge and spin (kJ/mol): 248.2
Largest force on an atom (eV/A): 1.92
Molar mass (u): 240.1


# 2
The following is a DFT calculation (the ωB97M-V functional and the def2-TZVPD basis) of a molecular structure, C23H27F4N7O3SV in a non-equilibrium geometry.

Last column: Mulliken charge in e.
Cartesian coordinates (Å):
V1 -0.470 0.409 -0.499  -0.24
N1 0.136 1.133 4.287  -0.60
C1 -0.226 0.629 3.038  0.66
S1 -0.411 1.786 1.812  -0.61
N2 -0.422 -0.650 3.009  -1.32
N3 -0.865 -1.229 1.812  3.38
C2 -2.237 -1.694 1.970  -1.84
C3 -2.910 -2.046 0.697  1.55
C4 -3.591 -3.248 0.620  -0.53
C5 -4.305 -3.629 -0.506  -0.49
C6 -4.366 -2.770 -1.590  -0.57
C7 -3.711 -1.557 -1.541  -0.40
C8 -2.955 -1.158 -0.420  0.44
O1 -2.407 0.014 -0.398  -1.14
H1 0.733 1.941 4.193  0.27
H2 0.510 0.421 4.901  0.30
H3 -2.797 -0.924 2.514  0.11
H4 -3.555 -3.913 1.476  0.35
H5 -4.809 -4.589 -0.539  0.33
H6 -4.931 -3.051 -2.476  0.31
H7 -3.761 -0.858 -2.365  0.37
C9 2.063 -2.465 0.224  -1.00
N4 1.366 -2.059 1.415  1.35
C10 -0.002 -2.417 1.528  -1.92
C11 2.163 -1.986 2.615  -1.06
C12 2.957 -0.649 2.673  -1.11
N5 2.667 0.081 1.487  0.24
C13 3.306 1.140 1.123  0.03
C14 2.931 1.685 -0.154  0.05
F1 1.914 1.027 -0.802  -0.11
C15 3.543 2.757 -0.728  0.09
F2 3.166 3.201 -1.959  -0.34
C16 4.592 3.424 -0.092  -0.78
C17 4.960 2.963 1.164  0.25
F3 5.974 3.629 1.809  -0.37
C18 4.366 1.883 1.763  0.05
F4 4.803 1.517 3.019  -0.38
H8 2.228 -3.562 0.183  0.21
H9 3.028 -1.965 0.202  0.34
H10 1.491 -2.151 -0.649  0.14
H11 -0.213 -3.118 2.358  0.33
H12 -0.361 -2.852 0.590  0.30
H13 -0.678 -0.513 0.998  -0.54
H14 2.871 -2.836 2.666  0.52
H15 1.496 -2.045 3.476  0.24
H16 4.035 -0.869 2.772  0.51
H17 2.668 -0.086 3.574  0.34
H18 5.078 4.269 -0.543  0.47
C19 -0.664 -2.934 -2.778  -1.08
O2 -0.422 -1.979 -1.765  0.03
C20 -0.405 -0.614 -2.132  0.75
O3 -0.485 -0.337 -3.317  -0.73
H19 0.269 -3.449 -3.038  0.24
H20 -1.052 -2.424 -3.668  0.35
H21 -1.397 -3.657 -2.413  0.27
C21 -2.412 4.871 -2.205  -0.99
N6 -1.486 3.881 -2.710  -0.02
C22 -1.767 3.421 -4.058  -0.98
C23 -1.119 2.919 -1.850  0.19
N7 -0.691 1.958 -1.338  -0.16
H22 -2.409 5.731 -2.881  0.32
H23 -2.090 5.187 -1.215  0.35
H24 -3.441 4.491 -2.127  0.31
H25 -1.733 4.280 -4.735  0.35
H26 -2.749 2.939 -4.143  0.31
H27 -1.007 2.696 -4.339  0.31

Frontier orbital gap (spin up / spin down) (Ha): 0.173 / 0.167
ΔE to the lowest compared entry with this formula, charge and spin (kJ/mol): 499.8
Largest force on an atom (eV/A): 3.02
Multiplicity: 2
Molar mass (u): 608.5
Net charge: -2


# 3
The following is a DFT calculation (the ωB97M-V functional and the def2-TZVPD basis) of a molecular structure, C8H21ClIOP2Pt in a non-equilibrium geometry.

Last column: Mulliken charge in e.
Cartesian coordinates (Å):
C1 2.014 2.765 2.054  -0.66
I1 2.209 1.321 3.437  0.79
H1 1.407 2.360 1.205  0.09
H2 3.016 3.006 1.704  0.41
H3 1.526 3.642 2.512  0.41
Pt1 -0.533 -0.180 -1.381  0.64
P1 1.626 -1.003 -1.453  0.65
C2 2.852 -0.898 -0.110  -0.99
C3 1.623 -2.726 -1.895  -1.06
H4 2.614 -3.005 -2.340  0.42
H5 3.289 -0.391 -3.112  0.43
H6 0.830 -2.921 -2.639  0.36
H7 1.604 0.130 -3.566  0.41
H8 2.528 -1.520 0.742  0.37
H9 1.431 -3.336 -1.010  0.38
C4 2.348 0.052 -2.759  -1.16
H10 3.803 -1.273 -0.462  0.47
H11 2.532 1.049 -2.321  0.37
H12 2.982 0.133 0.248  0.20
P2 -2.473 0.283 0.444  0.43
C5 -2.391 0.655 2.208  -1.18
C6 -3.164 1.710 -0.410  -1.00
H13 -3.405 -1.553 -0.799  0.38
H14 -4.473 -1.055 0.579  0.43
H15 -2.980 -2.018 0.868  0.38
C7 -3.436 -1.252 0.249  -0.96
H16 -3.136 1.515 -1.499  0.43
H17 -4.195 1.888 -0.069  0.43
H18 -3.388 0.826 2.637  0.46
H19 -1.766 1.552 2.380  0.34
H20 -2.528 2.583 -0.180  0.36
H21 -1.920 -0.194 2.734  0.37
Cl1 -1.347 -0.661 -3.416  -0.04
O1 0.264 0.463 1.395  -0.55
C8 -0.218 0.255 0.319  0.19

Frontier orbital gap (spin up / spin down) (Ha): 0.237 / 0.220
ΔE to the lowest compared entry with this formula, charge and spin (kJ/mol): 0.0
Largest force on an atom (eV/A): 6.68
Multiplicity: 5
Molar mass (u): 552.6
Net charge: +3


# 4
The following is a DFT calculation (the ωB97M-V functional and the def2-TZVPD basis) of a molecular structure, C46H43MgN5P2S.

Last column: Mulliken charge in e.
Cartesian coordinates (Å):
Mg1 -0.391 -0.059 1.530  1.05
C1 -4.267 2.527 5.173  -1.16
C2 -4.414 2.867 3.688  -0.34
N1 -4.123 1.777 2.757  -0.08
C3 -3.042 0.974 2.708  0.10
S1 -2.975 -0.144 1.387  -0.43
N2 -2.148 1.080 3.679  -0.84
N3 -1.000 0.422 3.443  0.73
C4 -0.212 0.161 4.427  1.18
C5 -0.542 0.502 5.846  -1.67
C6 1.065 -0.474 4.061  0.12
C7 2.122 -0.574 4.963  -0.99
C8 3.318 -1.130 4.546  -0.62
C9 3.439 -1.568 3.235  -1.15
C10 2.347 -1.429 2.399  -0.17
N4 1.185 -0.921 2.799  0.37
H1 -4.878 3.211 5.765  0.44
H2 -3.233 2.608 5.492  0.19
H3 -4.603 1.507 5.361  0.31
H4 -3.800 3.738 3.442  0.19
H5 -5.453 3.133 3.497  0.42
H6 -4.717 1.695 1.953  0.26
H7 -1.611 0.684 5.916  0.36
H8 -0.021 1.408 6.166  0.30
H9 -0.264 -0.310 6.520  0.46
H10 2.010 -0.194 5.969  0.44
H11 4.149 -1.217 5.234  0.42
H12 4.359 -1.997 2.863  0.56
H13 2.404 -1.737 1.362  0.56
C11 0.805 0.066 -3.079  -1.26
C12 0.162 1.296 -2.398  -0.35
P1 -1.262 0.922 -1.263  1.06
C13 -2.581 0.695 -2.530  0.17
C14 -3.353 -0.463 -2.521  -0.25
C15 -4.338 -0.665 -3.483  -0.76
C16 -4.557 0.290 -4.462  -0.45
C17 -3.806 1.460 -4.468  -0.79
C18 -2.830 1.663 -3.505  -0.23
C19 -1.726 2.613 -0.677  0.26
C20 -0.788 3.546 -0.237  -0.27
C21 -1.190 4.759 0.312  -0.60
C22 -2.536 5.063 0.431  -0.61
C23 -3.482 4.149 -0.012  -0.71
C24 -3.082 2.938 -0.554  -0.77
C25 1.230 -1.095 -2.156  -0.36
P2 -0.146 -2.337 -1.998  0.45
C26 0.411 -3.296 -0.518  0.34
C27 -0.497 -3.521 0.515  -0.44
C28 -0.147 -4.299 1.616  -0.54
C29 1.115 -4.862 1.690  -0.45
C30 2.028 -4.653 0.658  -0.71
C31 1.681 -3.877 -0.434  -0.38
C32 0.333 -3.555 -3.307  0.60
C33 -0.102 -4.878 -3.188  -0.47
C34 0.236 -5.827 -4.139  -0.60
C35 0.997 -5.466 -5.245  -0.49
C36 1.394 -4.148 -5.399  -0.72
C37 1.060 -3.198 -4.440  -0.39
H14 1.682 0.433 -3.618  0.46
H15 0.104 -0.321 -3.828  0.42
H16 -0.151 1.982 -3.185  0.80
H17 0.903 1.795 -1.776  -0.36
H18 -3.183 -1.206 -1.752  0.32
H19 -4.934 -1.570 -3.465  0.44
H20 -5.310 0.126 -5.224  0.38
H21 -3.985 2.220 -5.220  0.41
H22 -2.273 2.592 -3.497  0.32
H23 0.267 3.329 -0.304  0.20
H24 -0.443 5.467 0.651  0.45
H25 -2.848 6.005 0.865  0.41
H26 -4.538 4.382 0.065  0.43
H27 -3.830 2.230 -0.887  0.52
H28 1.449 -0.708 -1.159  -0.56
H29 2.123 -1.593 -2.534  0.94
H30 -1.503 -3.118 0.440  0.40
H31 -0.870 -4.477 2.402  0.43
H32 1.395 -5.466 2.544  0.42
H33 3.010 -5.109 0.704  0.43
H34 2.392 -3.739 -1.240  0.34
H35 -0.703 -5.170 -2.334  0.38
H36 -0.088 -6.853 -4.014  0.39
H37 1.271 -6.209 -5.984  0.37
H38 1.971 -3.853 -6.267  0.40
H39 1.380 -2.172 -4.581  0.23
N5 8.264 3.112 -2.306  -0.51
C38 7.267 2.871 -1.785  -0.01
C39 6.016 2.561 -1.151  0.58
C40 4.850 3.210 -1.558  -0.94
C41 3.639 2.890 -0.974  -0.11
C42 3.563 1.904 0.019  0.32
C43 4.745 1.283 0.439  -0.37
C44 5.959 1.604 -0.138  -0.72
C45 2.294 1.508 0.553  0.23
C46 1.176 1.176 0.921  -1.07
H40 4.906 3.960 -2.337  0.45
H41 2.739 3.404 -1.284  0.50
H42 4.694 0.540 1.224  0.52
H43 6.870 1.118 0.185  0.45

Frontier orbital gap (Ha): 0.269
ΔE to the lowest compared entry with this formula, charge and spin (kJ/mol): 84.7
Largest force on an atom (eV/A): 0.69
Molar mass (u): 784.2